A cluster of 2 separate species, C8H17NO2P in total, computed with ωB97M-V with the def2-TZVPD basis set.

Each line ends with the Mulliken charge.
Geometry (Å):
C  -1.193  2.158  1.827  -1.279
C  -1.284  1.693  -0.556  -1.318
C  1.258  -1.267  -1.811  -1.332
C  2.514  -0.086  -0.098  -1.404
C  1.969  -2.501  0.332  -1.618
C  -0.452  1.435  0.668  0.461
C  -0.535  -0.083  0.713  -0.654
C  1.537  -1.251  -0.250  1.533
N  0.199  -1.059  0.426  -0.477
O  -3.665  -0.845  -1.495  -0.538
O  -4.352  0.603  0.423  -0.552
P  -3.578  -0.638  -0.005  0.161
H  -0.958  1.843  2.828  0.329
H  -2.166  1.640  1.567  0.251
H  -1.369  3.194  1.664  0.370
H  -2.325  1.227  -0.673  0.130
H  -1.548  2.662  -0.747  0.462
H  -0.643  1.459  -1.317  0.358
H  2.156  -0.931  -2.403  0.242
H  0.941  -2.229  -2.104  0.427
H  0.392  -0.603  -2.035  0.294
H  3.371  -0.089  -0.733  0.430
H  2.817  0.167  0.919  0.326
H  1.822  0.780  -0.382  0.217
H  2.256  -2.446  1.458  0.265
H  1.078  -3.270  0.236  0.350
H  2.773  -2.972  -0.200  0.424
H  0.446  1.837  0.508  0.487
H  -1.464  -0.425  1.240  0.653

## Properties
HOMO: -3.94 eV
energy relative to the best compared isomer or geometry (same formula, charge and spin): 0.0 kJ/mol
total charge: -1